Entry 1:
{"formula": "C53H70BrN11O7P2SeSn", "method": "the ωB97M-V functional and the def2-TZVPD basis", "lumo_energy_ev": -0.3, "max_force_ha_per_bohr": 0.01504, "symbols": ["Sn", "C", "C", "C", "O", "P", "O", "C", "P", "O", "O", "C", "C", "C", "O", "C", "C", "C", "O", "C", "C", "C", "H", "H", "H", "H", "H", "H", "H", "H", "H", "H", "H", "H", "H", "H", "H", "H", "H", "H", "H", "H", "H", "H", "H", "H", "H", "H", "H", "H", "H", "H", "Br", "C", "C", "C", "C", "C", "C", "N", "N", "C", "C", "C", "C", "O", "C", "N", "C", "C", "C", "C", "H", "H", "H", "H", "H", "H", "H", "H", "H", "C", "C", "C", "C", "C", "C", "C", "C", "N", "C", "C", "C", "C", "C", "C", "C", "C", "C", "C", "H", "H", "H", "H", "H", "H", "H", "H", "H", "H", "H", "H", "H", "H", "H", "H", "H", "H", "H", "H", "H", "H", "H", "H", "Se", "N", "C", "C", "C", "C", "C", "C", "N", "H", "H", "H", "H", "N", "N", "N", "C", "N", "N", "H", "H", "H"], "positions_angstrom": [[-0.280, 0.079, 0.020], [-1.578, 5.386, 1.623], [-0.295, 5.736, 0.891], [-0.001, 7.219, 0.913], [0.853, 5.081, 1.538], [1.315, 3.617, 1.124], [0.227, 2.696, 0.758], [2.537, 3.910, -0.207], [2.528, 2.744, -1.598], [2.015, 1.404, -1.279], [1.736, 3.573, -2.692], [1.685, 3.095, -4.086], [0.721, 1.935, -4.267], [1.303, 4.294, -4.919], [4.022, 2.615, -2.106], [5.056, 3.588, -2.397], [5.939, 3.761, -1.175], [4.506, 4.906, -2.910], [2.164, 3.092, 2.339], [2.827, 3.754, 3.469], [3.784, 4.848, 3.024], [1.802, 4.218, 4.486], [-2.427, 5.893, 1.154], [-1.505, 5.708, 2.668], [-1.758, 4.311, 1.602], [-0.346, 5.395, -0.150], [0.181, 7.544, 1.943], [-0.853, 7.776, 0.512], [0.884, 7.453, 0.312], [3.526, 3.847, 0.251], [2.386, 4.922, -0.583], [2.691, 2.764, -4.355], [-0.314, 2.276, -4.181], [0.892, 1.147, -3.532], [0.865, 1.515, -5.265], [0.269, 4.581, -4.701], [1.379, 4.043, -5.981], [1.952, 5.148, -4.713], [5.634, 3.117, -3.186], [5.454, 4.397, -0.426], [6.882, 4.232, -1.460], [6.156, 2.789, -0.725], [3.874, 5.387, -2.157], [3.919, 4.766, -3.818], [5.336, 5.578, -3.134], [3.405, 2.944, 3.900], [3.249, 5.653, 2.516], [4.560, 4.451, 2.361], [4.275, 5.269, 3.903], [1.268, 5.100, 4.125], [2.307, 4.469, 5.421], [1.078, 3.423, 4.682], [-4.788, -4.467, -8.474], [-5.303, -2.924, -7.498], [-6.611, -2.790, -7.074], [-6.986, -1.647, -6.377], [-6.054, -0.663, -6.070], [-4.741, -0.815, -6.512], [-4.365, -1.938, -7.233], [-6.528, 0.567, -5.485], [-5.962, 1.130, -4.521], [-4.961, 0.508, -3.721], [-4.900, -0.838, -3.417], [-3.919, -1.369, -2.587], [-2.901, -0.583, -2.026], [-1.961, -1.109, -1.321], [-2.981, 0.844, -2.290], [-2.026, 1.633, -1.733], [-2.048, 2.922, -1.959], [-3.034, 3.546, -2.744], [-4.007, 2.779, -3.316], [-4.010, 1.377, -3.105], [-7.339, -3.563, -7.298], [-8.012, -1.510, -6.054], [-4.012, -0.046, -6.295], [-3.347, -2.050, -7.580], [-5.660, -1.499, -3.810], [-3.914, -2.430, -2.357], [-1.246, 3.490, -1.507], [-3.008, 4.619, -2.893], [-4.787, 3.209, -3.929], [2.191, -4.330, 1.534], [1.084, -3.679, 2.331], [0.755, -4.146, 3.607], [-0.304, -3.560, 4.290], [-0.719, -4.080, 5.645], [-1.004, -2.489, 3.734], [-0.686, -1.951, 2.461], [0.371, -2.631, 1.788], [-1.256, -0.867, 1.851], [-2.428, -0.175, 2.377], [-3.686, -1.066, 2.453], [-4.900, -0.250, 2.923], [-5.200, 0.850, 1.897], [-3.979, 1.769, 1.783], [-3.709, 2.429, 3.139], [-3.400, 1.338, 4.172], [-4.599, 0.386, 4.288], [-2.163, 0.549, 3.721], [-2.765, 0.933, 1.368], [2.791, -4.988, 2.163], [2.854, -3.582, 1.086], [1.779, -4.928, 0.716], [1.300, -4.980, 4.041], [-0.044, -4.868, 5.989], [-1.729, -4.496, 5.607], [-0.722, -3.283, 6.393], [-1.807, -2.075, 4.328], [0.634, -2.307, 0.788], [-3.533, -1.921, 3.112], [-3.864, -1.467, 1.447], [-5.766, -0.911, 3.013], [-6.080, 1.430, 2.200], [-5.419, 0.399, 0.923], [-4.163, 2.537, 1.026], [-4.582, 3.015, 3.451], [-2.857, 3.116, 3.060], [-3.205, 1.799, 5.144], [-5.478, 0.935, 4.647], [-4.381, -0.399, 5.024], [-1.865, -0.152, 4.500], [-1.316, 1.230, 3.560], [-1.891, 1.597, 1.263], [-2.964, 0.461, 0.404], [-0.413, -3.258, -1.563], [0.715, -1.900, -1.725], [1.934, -2.414, -1.762], [3.132, -1.638, -1.868], [4.319, -2.294, -1.912], [4.399, -3.731, -1.852], [3.289, -4.500, -1.748], [2.009, -3.860, -1.701], [0.850, -4.488, -1.606], [3.060, -0.555, -1.900], [5.239, -1.726, -1.998], [5.373, -4.202, -1.895], [3.344, -5.582, -1.697], [2.932, -0.005, 4.764], [2.956, -0.084, 3.377], [4.074, -0.177, 2.691], [3.589, -0.185, 1.451], [2.247, -0.105, 1.427], [1.859, -0.025, 2.689], [3.670, -0.596, 5.109], [2.026, -0.345, 5.056], [4.203, -0.268, 0.561]]}



Entry 2:
{"formula": "C53H71BrF12NO28S", "method": "the ωB97M-V functional and the def2-TZVPD basis", "lumo_energy_ev": -2.2, "max_force_ha_per_bohr": 0.02373, "charge": 1, "symbols": ["C", "O", "C", "C", "C", "C", "C", "C", "C", "C", "C", "C", "C", "N", "C", "C", "F", "F", "C", "C", "C", "C", "C", "C", "F", "F", "F", "C", "C", "C", "C", "C", "Br", "O", "C", "S", "O", "O", "C", "F", "F", "C", "F", "F", "C", "F", "F", "F", "H", "H", "H", "H", "H", "H", "H", "H", "H", "H", "H", "H", "H", "H", "H", "H", "H", "H", "H", "H", "H", "H", "H", "H", "H", "H", "H", "H", "H", "H", "H", "H", "H", "H", "H", "H", "H", "H", "H", "C", "C", "O", "C", "O", "O", "H", "H", "H", "H", "C", "C", "O", "C", "O", "O", "H", "H", "H", "H", "C", "C", "O", "C", "O", "O", "H", "H", "H", "H", "C", "C", "O", "C", "O", "O", "H", "H", "H", "H", "C", "C", "O", "C", "O", "O", "H", "H", "H", "H", "C", "C", "O", "C", "O", "O", "H", "H", "H", "H", "C", "C", "O", "C", "O", "O", "H", "H", "H", "H", "C", "C", "O", "C", "O", "O", "H", "H", "H", "H"], "positions_angstrom": [[-1.971, 1.997, 5.678], [-1.466, 3.296, 5.471], [-1.725, 3.897, 4.214], [-0.577, 3.667, 3.240], [-0.557, 2.312, 2.520], [-1.870, 1.948, 1.835], [-1.834, 0.688, 0.955], [-0.881, -0.401, 1.429], [-1.165, -1.767, 0.820], [-1.146, -1.811, -0.723], [0.096, -1.142, -1.385], [0.855, -2.011, -2.405], [-0.148, -2.583, -3.424], [1.482, -3.127, -1.603], [2.412, -4.057, -2.319], [3.412, -4.609, -1.291], [4.011, -5.656, -1.903], [2.644, -5.114, -0.265], [4.422, -3.616, -0.782], [4.114, -2.763, 0.298], [5.048, -1.804, 0.723], [6.295, -1.704, 0.087], [6.610, -2.572, -0.970], [7.940, -2.473, -1.652], [8.344, -3.658, -2.126], [7.889, -1.638, -2.698], [8.888, -2.009, -0.834], [5.684, -3.529, -1.412], [3.128, -3.402, -3.501], [2.661, -3.891, -4.883], [3.129, -3.014, -6.046], [3.438, -3.826, -7.295], [1.784, -1.691, -6.516], [3.188, -1.998, -3.344], [2.017, -1.265, -3.112], [2.835, 0.123, -2.196], [3.935, 0.545, -3.011], [2.998, -0.264, -0.822], [1.647, 1.560, -2.313], [0.833, 1.297, -3.356], [0.918, 1.649, -1.197], [2.326, 2.943, -2.590], [1.302, 3.812, -2.501], [2.790, 2.955, -3.834], [3.450, 3.382, -1.592], [4.634, 3.142, -2.107], [3.336, 4.667, -1.324], [3.318, 2.682, -0.470], [-2.489, 1.969, 6.638], [-1.156, 1.271, 5.730], [-2.687, 1.700, 4.911], [-2.677, 3.539, 3.814], [-1.847, 4.967, 4.390], [-0.541, 4.486, 2.521], [0.327, 3.728, 3.850], [-0.240, 1.547, 3.229], [0.227, 2.364, 1.759], [-2.160, 2.803, 1.220], [-2.656, 1.820, 2.579], [-1.572, 0.999, -0.062], [-2.844, 0.274, 0.894], [-0.923, -0.505, 2.515], [0.143, -0.083, 1.228], [-0.471, -2.506, 1.231], [-2.167, -2.072, 1.132], [-2.030, -1.290, -1.087], [-1.290, -2.848, -1.039], [-0.263, -0.281, -1.940], [0.782, -0.809, -0.618], [-0.383, -3.629, -3.228], [-1.072, -2.013, -3.383], [0.224, -2.513, -4.443], [0.736, -3.683, -1.185], [1.976, -2.685, -0.814], [1.822, -4.897, -2.683], [3.184, -2.855, 0.833], [4.788, -1.152, 1.546], [7.008, -0.966, 0.422], [5.956, -4.192, -2.222], [4.169, -3.712, -3.410], [1.587, -4.073, -4.918], [3.135, -4.865, -5.027], [4.012, -2.455, -5.748], [4.284, -4.484, -7.104], [3.650, -3.175, -8.140], [2.576, -4.437, -7.569], [1.639, -0.833, -4.037], [1.091, -5.375, 3.049], [0.694, -5.363, 4.514], [1.047, -4.023, 4.910], [1.035, -3.240, 3.826], [1.087, -2.050, 3.827], [0.940, -3.989, 2.699], [0.439, -5.984, 2.432], [2.132, -5.677, 2.913], [-0.377, -5.489, 4.647], [1.232, -6.088, 5.118], [2.365, 2.125, -10.218], [2.375, 1.495, -8.837], [2.601, 0.112, -9.145], [3.202, 0.027, -10.356], [3.631, -0.980, -10.818], [3.200, 1.227, -10.965], [2.782, 3.127, -10.251], [1.370, 2.124, -10.663], [3.199, 1.851, -8.216], [1.435, 1.605, -8.303], [0.083, -1.015, -10.796], [-0.876, -2.177, -10.940], [-1.788, -1.941, -9.849], [-1.746, -0.633, -9.522], [-2.478, -0.102, -8.749], [-0.741, -0.013, -10.178], [0.464, -0.656, -11.749], [0.905, -1.232, -10.117], [-1.421, -2.138, -11.878], [-0.408, -3.150, -10.825], [-4.682, 5.346, 8.010], [-4.176, 3.932, 7.813], [-5.335, 3.251, 7.316], [-6.153, 4.168, 6.745], [-7.105, 3.903, 6.088], [-5.725, 5.418, 7.024], [-3.930, 6.106, 7.822], [-5.116, 5.504, 8.998], [-3.388, 3.884, 7.060], [-3.831, 3.470, 8.731], [-1.921, 4.086, 12.566], [-2.295, 3.563, 11.189], [-2.547, 4.775, 10.464], [-1.870, 5.786, 11.075], [-1.752, 6.873, 10.613], [-1.373, 5.372, 12.250], [-1.183, 3.485, 13.084], [-2.788, 4.222, 13.211], [-1.473, 3.031, 10.706], [-3.186, 2.940, 11.186], [-3.144, 7.707, 15.895], [-2.840, 7.266, 17.316], [-2.401, 5.915, 17.120], [-1.946, 5.790, 15.856], [-1.358, 4.845, 15.438], [-2.254, 6.885, 15.131], [-2.933, 8.754, 15.701], [-4.169, 7.480, 15.599], [-2.026, 7.835, 17.765], [-3.702, 7.279, 17.977], [-4.457, -0.443, -15.405], [-4.297, -1.953, -15.403], [-2.911, -2.104, -15.065], [-2.503, -0.995, -14.416], [-1.455, -0.883, -13.863], [-3.445, -0.035, -14.475], [-5.429, -0.100, -15.063], [-4.234, 0.000, -16.377], [-4.897, -2.435, -14.630], [-4.494, -2.421, -16.363], [-3.499, -2.781, 4.659], [-4.447, -2.976, 3.488], [-3.662, -3.793, 2.602], [-2.737, -4.444, 3.330], [-2.031, -5.313, 2.920], [-2.697, -3.970, 4.589], [-3.993, -2.727, 5.624], [-2.846, -1.916, 4.532], [-5.346, -3.528, 3.763], [-4.726, -2.054, 2.987]]}



Entry 3:
{"formula": "C53H73FN22O4S2", "method": "the ωB97M-V functional and the def2-TZVPD basis", "lumo_energy_ev": -1.3, "max_force_ha_per_bohr": 0.17742, "symbols": ["O", "C", "C", "C", "C", "C", "S", "O", "O", "F", "C", "C", "C", "O", "N", "C", "C", "C", "S", "H", "H", "H", "H", "H", "H", "H", "H", "H", "H", "C", "C", "N", "H", "H", "H", "C", "C", "N", "H", "H", "H", "C", "C", "N", "H", "H", "H", "C", "C", "N", "H", "H", "H", "C", "C", "N", "H", "H", "H", "C", "C", "N", "H", "H", "H", "C", "C", "N", "H", "H", "H", "C", "C", "N", "H", "H", "H", "C", "C", "N", "H", "H", "H", "C", "C", "N", "H", "H", "H", "C", "C", "N", "H", "H", "H", "C", "C", "N", "H", "H", "H", "C", "C", "N", "H", "H", "H", "C", "C", "N", "H", "H", "H", "C", "C", "N", "H", "H", "H", "C", "C", "N", "H", "H", "H", "C", "C", "N", "H", "H", "H", "C", "C", "N", "H", "H", "H", "C", "C", "N", "H", "H", "H", "C", "C", "N", "H", "H", "H", "C", "C", "N", "H", "H", "H"], "positions_angstrom": [[1.297, -0.962, -1.832], [0.494, -1.716, -1.223], [0.452, -2.270, 0.277], [1.511, -2.304, 1.417], [1.083, -2.986, 2.783], [-0.357, -3.606, 2.982], [-0.803, -4.443, 4.585], [-1.300, -3.482, 5.643], [0.456, -5.178, 5.032], [-1.923, -5.696, 4.205], [-1.455, -3.540, 1.835], [-1.009, -2.865, 0.507], [-1.831, -2.606, -0.866], [-3.081, -2.649, -1.017], [-0.740, -2.275, -1.787], [-0.670, -2.988, -3.098], [-0.769, -4.592, -3.007], [0.643, -5.357, -2.935], [1.650, -4.999, -1.412], [2.561, -1.875, 1.244], [1.894, -2.992, 3.599], [-2.507, -3.970, 1.963], [-1.493, -2.652, -3.847], [0.344, -2.731, -3.621], [-1.274, -4.940, -3.993], [-1.429, -4.993, -2.160], [1.323, -5.177, -3.859], [0.407, -6.495, -2.938], [1.816, -6.137, -0.622], [-3.687, 0.307, -2.374], [-3.709, 0.617, -3.807], [-3.727, 0.862, -4.934], [-2.670, 0.327, -1.973], [-4.276, 1.025, -1.798], [-4.096, -0.686, -2.170], [-4.044, -7.163, -4.359], [-2.591, -7.128, -4.548], [-1.448, -7.100, -4.696], [-4.523, -6.262, -4.747], [-4.497, -8.015, -4.870], [-4.310, -7.241, -3.301], [5.442, -0.244, -0.284], [4.901, -0.689, 1.004], [4.476, -1.037, 2.018], [5.862, -1.077, -0.853], [4.670, 0.217, -0.906], [6.237, 0.494, -0.153], [-5.278, 3.814, -6.501], [-5.642, 5.092, -5.879], [-5.928, 6.096, -5.391], [-5.444, 2.974, -5.821], [-5.866, 3.624, -7.402], [-4.225, 3.794, -6.790], [0.712, 2.077, -2.912], [1.388, 3.366, -2.740], [1.921, 4.379, -2.605], [-0.375, 2.188, -2.904], [0.984, 1.603, -3.859], [0.972, 1.378, -2.114], [1.045, -2.098, 9.153], [0.380, -2.457, 7.894], [-0.146, -2.740, 6.904], [0.631, -1.181, 9.581], [0.938, -2.882, 9.905], [2.115, -1.932, 9.009], [-5.868, -5.902, -7.868], [-6.402, -6.349, -6.578], [-6.822, -6.701, -5.564], [-5.451, -6.733, -8.442], [-6.641, -5.439, -8.486], [-5.071, -5.164, -7.741], [-1.376, 1.856, 8.490], [-0.469, 1.633, 9.620], [0.243, 1.459, 10.509], [-1.278, 1.071, 7.735], [-2.421, 1.870, 8.810], [-1.175, 2.809, 7.995], [3.164, 0.280, 12.789], [2.455, -0.904, 12.295], [1.894, -1.829, 11.902], [3.883, 0.654, 12.057], [2.473, 1.098, 13.012], [3.717, 0.064, 13.707], [-0.098, -8.157, 0.778], [-0.541, -8.183, -0.620], [-0.889, -8.204, -1.718], [-0.942, -8.228, 1.469], [0.576, -8.987, 1.002], [0.437, -7.233, 1.013], [3.029, 6.771, -0.883], [3.974, 7.891, -0.916], [4.718, 8.770, -0.941], [1.997, 7.117, -0.785], [3.083, 6.170, -1.794], [3.227, 6.102, -0.042], [-4.307, 4.252, -0.150], [-3.045, 3.668, -0.618], [-2.057, 3.208, -0.989], [-4.425, 4.143, 0.931], [-4.365, 5.319, -0.377], [-5.170, 3.774, -0.620], [6.741, 11.207, 0.121], [7.251, 12.219, 1.053], [7.652, 13.014, 1.785], [6.088, 11.649, -0.635], [7.552, 10.701, -0.408], [6.163, 10.438, 0.638], [-7.380, 7.343, -2.341], [-6.478, 7.119, -1.208], [-5.764, 6.941, -0.322], [-7.290, 6.551, -3.088], [-8.425, 7.374, -2.024], [-7.166, 8.289, -2.845], [-2.619, -2.852, 10.519], [-2.992, -1.589, 11.163], [-3.285, -0.595, 11.668], [-2.780, -3.706, 11.183], [-3.205, -3.032, 9.614], [-1.566, -2.862, 10.230], [-2.994, -5.912, -10.865], [-4.327, -6.490, -10.665], [-5.374, -6.944, -10.509], [-2.210, -6.565, -10.472], [-2.781, -5.750, -11.924], [-2.895, -4.946, -10.362], [0.178, -4.320, -7.249], [0.688, -3.303, -6.325], [1.090, -2.505, -5.596], [-0.482, -3.884, -8.003], [0.990, -4.824, -7.780], [-0.394, -5.091, -6.723], [-4.730, 5.350, 4.046], [-5.459, 4.175, 3.560], [-6.032, 3.251, 3.177], [-4.009, 5.710, 3.308], [-5.407, 6.179, 4.269], [-4.175, 5.129, 4.961], [5.890, -5.557, 0.181], [4.558, -6.140, 0.369], [3.512, -6.597, 0.516], [6.673, -6.205, 0.582], [6.112, -5.396, -0.877], [5.980, -4.590, 0.683], [7.729, 7.502, 1.686], [6.993, 6.339, 1.181], [6.414, 5.424, 0.783], [8.453, 7.872, 0.951], [7.057, 8.330, 1.925], [8.285, 7.262, 2.596], [9.414, 9.102, -2.836], [9.484, 9.043, -1.373], [9.539, 8.996, -0.223], [9.473, 10.131, -3.200], [10.232, 8.545, -3.300], [8.479, 8.678, -3.211]]}